C2H5NOS in the gas phase in a non-equilibrium geometry. Source: OMol25; level of theory: the ωB97M-V functional and the def2-TZVPD basis.

The geometry in XYZ format:
```
10
Properties=species:S:1:pos:R:3:forces:R:3
N 0.7943 0.5158 0.7768 0.0 2.2 2.1
C -0.6140 0.4049 0.3054 1.7 -1.5 -1.3
C -0.5731 -0.3367 -1.0273 -1.5 -0.5 -2.3
O -1.3942 -0.0596 -1.9047 2.2 -1.0 1.8
S 0.5977 -1.8109 -1.1621 -0.8 1.3 0.1
H 0.7747 0.1984 1.8560 0.7 2.0 -3.2
H 1.2302 1.5608 0.4876 -1.6 -3.8 1.9
H -1.1338 -0.4168 0.8798 0.0 1.7 0.1
H -1.1068 1.3291 -0.0423 -0.3 -0.3 1.3
H 1.4251 -1.3850 -0.1692 -0.4 -0.1 -0.3
```
Positions in Å, forces in eV/Å.

Computed properties:
**SMILES string**: NCC(=O)S

C2H5NOS in the gas phase in a non-equilibrium geometry. Source: OMol25; level of theory: the ωB97M-V functional and the def2-TZVPD basis.

The geometry in XYZ format:
```
10
Properties=species:S:1:pos:R:3:forces:R:3
C 0.9558 -0.5608 1.6132 -1.2 2.4 0.1
C 0.2046 -0.1513 0.2975 0.2 -0.3 1.0
S 1.0992 0.3705 -0.9743 -0.7 0.0 0.0
N -1.1757 -0.1738 0.4313 1.7 0.2 -1.0
O -2.0273 0.1233 -0.6741 1.1 -1.0 1.6
H 1.8830 -1.0534 1.4869 0.6 -0.8 -0.8
H 1.2731 0.3877 2.1471 -0.6 -0.8 -0.7
H 0.3241 -1.0847 2.3099 -0.3 -0.4 0.3
H -1.5733 -0.7450 1.1514 -0.5 -0.2 0.0
H -2.0081 1.0701 -0.5983 -0.3 1.0 -0.5
```
Positions in Å, forces in eV/Å.

Computed properties:
**SMILES string**: CC(=S)NO

Energy above the lowest of the compared OMol25 structures with the same formula, charge and spin: 45.52; 57.82 (kcal per mole)
Energy: -607.3343; -607.3147 (hartree)